Record 1
The following is a quantum chemistry calculation of a molecular structure, C34H50BaN9O2P2, from OMol25.

Positions of all 98 atoms, in Å:
Ba (-0.54, -0.48, 0.25)
P (-0.08, -2.48, -2.52)
P (-3.34, -1.37, -1.68)
O (6.05, -1.12, 1.53)
O (5.64, -3.29, 0.99)
N (3.23, 2.68, -0.21)
N (0.33, 1.13, 2.45)
N (-1.92, 1.81, -0.41)
N (1.17, -1.48, 2.18)
N (3.33, 0.59, -0.90)
N (-0.59, -3.26, 1.01)
N (-3.52, 2.19, 1.22)
N (1.18, 1.46, -0.67)
N (-2.67, 4.02, 0.30)
C (0.60, -1.91, -4.13)
C (-4.31, 0.06, -2.25)
C (2.33, 1.64, 3.67)
C (3.44, -0.75, 2.32)
C (-1.00, 2.22, -1.46)
C (-3.45, 0.84, 1.74)
C (0.37, 2.65, -0.92)
C (0.57, -3.71, 1.50)
C (2.77, 3.89, 0.43)
C (2.88, -0.73, -1.24)
C (3.89, -1.97, 1.86)
C (4.72, 0.92, -0.60)
C (-0.14, 2.33, 2.80)
C (-2.31, 4.90, -0.80)
C (-4.66, -2.58, -1.29)
C (-2.74, -2.06, -3.28)
C (4.65, 2.44, -0.46)
C (2.96, -2.98, 1.65)
C (5.37, -2.16, 1.43)
C (1.83, 2.87, 4.03)
C (0.56, 3.24, 3.58)
C (-1.54, -4.15, 0.72)
C (-1.39, -5.51, 0.89)
C (0.81, -5.07, 1.70)
C (-3.97, 3.28, 2.07)
C (2.08, -0.54, 2.46)
C (-3.79, 4.45, 1.12)
C (-1.70, -3.16, -3.07)
C (1.55, 0.80, 2.88)
C (1.62, -2.70, 1.81)
C (2.48, 1.60, -0.58)
C (-0.19, -5.98, 1.39)
C (0.88, -4.01, -2.25)
C (-2.63, 2.64, 0.27)
H (-5.00, 3.14, 2.39)
H (2.51, -1.29, -0.38)
H (4.18, 0.03, 2.47)
H (-5.42, -2.60, -2.07)
H (3.33, -3.93, 1.29)
H (-2.57, 0.69, 2.39)
H (-0.02, -7.04, 1.54)
H (3.30, 1.31, 4.01)
H (-3.59, -2.43, -3.85)
H (-4.69, 4.60, 0.51)
H (-1.26, 4.78, -1.08)
H (0.17, 3.24, -0.02)
H (0.86, -4.66, -3.13)
H (-4.34, 0.64, 2.33)
H (-2.47, -3.74, 0.33)
H (5.36, 0.61, -1.42)
H (2.49, 4.67, -0.28)
H (1.93, 3.68, 1.09)
H (3.58, 4.27, 1.05)
H (0.47, -4.56, -1.40)
H (4.97, 2.96, -1.37)
H (0.85, 3.31, -1.65)
H (-5.02, -0.21, -3.03)
H (5.08, 0.42, 0.30)
H (-2.44, 5.92, -0.46)
H (-2.31, -1.24, -3.86)
H (0.55, -2.70, -4.88)
H (-2.20, -6.19, 0.64)
H (1.92, -3.77, -2.03)
H (-2.94, 4.75, -1.68)
H (-3.42, 0.13, 0.91)
H (-3.33, 3.38, 2.96)
H (-5.14, -2.35, -0.33)
H (-2.03, -3.88, -2.31)
H (-1.12, 2.59, 2.43)
H (5.24, 2.80, 0.38)
H (-3.56, 5.39, 1.63)
H (2.41, 3.54, 4.65)
H (-0.83, 1.34, -2.10)
H (-1.42, 2.97, -2.13)
H (0.13, 4.19, 3.84)
H (-4.22, -3.58, -1.21)
H (1.64, -1.61, -4.01)
H (-3.64, 0.84, -2.62)
H (-4.87, 0.49, -1.40)
H (3.71, -1.29, -1.66)
H (0.05, -1.04, -4.48)
H (1.75, -5.39, 2.11)
H (-1.55, -3.73, -3.99)
H (2.08, -0.65, -1.98)

Output
Max |F| in eV/A: 0.369
HOMO in eV: -9.9049
Charge: +1
E_LUMO in Ha: -0.09061
HOMO-LUMO gap in eV: 7.44
M in g mol⁻¹: 816.11
Energy relative to the best compared isomer or geometry (same formula, charge and spin) in kJ/mol: 1.8

Record 2
The following is a quantum chemistry calculation of 2 unconnected molecules or ions with the total composition C2H3ClSi in a non-equilibrium geometry, from OMol25.

Positions of all 7 atoms, in Å:
Cl (-2.60, 0.04, -0.21)
Si (-0.82, 0.61, 0.34)
C (1.41, -1.43, -0.03)
C (0.46, -0.69, 0.09)
H (0.54, 2.11, -1.62)
H (1.89, -2.33, 0.12)
H (-0.87, 1.70, 1.32)

Output
Max |F| in eV/A: 3.618
HOMO (spin up / spin down) in eV: -9.4796 / -7.5628
E_LUMO (spin up / spin down) in Ha: -0.02748 / -0.02314
HOMO-LUMO gap (spin up / spin down) in eV: 8.73 / 6.93
M in g mol⁻¹: 90.58
Energy relative to the best compared isomer or geometry (same formula, charge and spin) in kJ/mol: 386.9

Record 3
The following is a quantum chemistry calculation of 2 unconnected molecules or ions with the total composition CHNO3 in a non-equilibrium geometry, from OMol25.

Positions of all 6 atoms, in Å:
O (-1.48, -1.17, -0.16)
O (-1.39, 1.10, -0.42)
O (0.96, 0.19, 1.15)
N (1.15, -0.03, -0.02)
C (-1.42, -0.04, -0.29)
H (2.18, -0.05, -0.27)

Output
Max |F| in eV/A: 1.752
SMILES string: O=C=O.N=O
HOMO in eV: -10.0104
E_LUMO in Ha: -0.02446
HOMO-LUMO gap in eV: 9.34
M in g mol⁻¹: 75.02
Energy relative to the best compared isomer or geometry (same formula, charge and spin) in kJ/mol: 4.4

Record 4
The following is a quantum chemistry calculation of 2 unconnected molecules or ions with the total composition C4H8O3 in a non-equilibrium geometry, from OMol25.

Positions of all 15 atoms, in Å:
O (1.40, 0.87, -1.59)
O (1.41, -1.35, -0.73)
O (-1.17, 0.45, -2.11)
C (1.05, -0.06, -0.48)
C (-1.77, -0.69, -0.05)
C (1.47, 0.55, 0.87)
C (-0.94, 0.00, -1.04)
H (-1.53, -1.68, -0.12)
H (0.97, 0.06, 1.70)
H (2.30, -1.39, -0.71)
H (-1.53, -0.31, 0.95)
H (2.53, 0.40, 1.08)
H (0.70, 0.71, -2.27)
H (-2.83, -0.55, -0.24)
H (1.37, 1.59, 0.77)

Output
Max |F| in eV/A: 4.981
HOMO in eV: -8.6658
E_LUMO in Ha: 0.03017
HOMO-LUMO gap in eV: 9.49
M in g mol⁻¹: 104.10
Energy relative to the best compared isomer or geometry (same formula, charge and spin) in kJ/mol: 282.3

The lowest M belongs to which entry? CHNO3